#1
DFT (ωB97M-V with the def2-TZVPD basis set) results for a gas-phase ion, C4H6N (charge +1).

XYZ file:
```
11
Properties=species:S:1:pos:R:3
C 1.84 -0.51 -0.55
N 0.95 0.11 -0.02
C 0.49 1.16 0.78
C -0.41 0.39 0.20
C -1.73 -0.29 0.01
H 1.48 -1.29 -1.15
H 2.95 -0.19 -0.48
H 0.74 2.04 1.39
H -1.76 -1.40 0.15
H -2.13 -0.14 -0.98
H -2.42 0.12 0.65
```

Properties
Orbital gap (hartree): 0.4084
Highest occupied orbital energy (eV): -15.3
Total charge: +1
SMILES string: C=[N+]1C=C1C

=====

#2
DFT (ωB97M-V with the def2-TZVPD basis set) results for a gas-phase ion, C4H6N (charge +1).

XYZ file:
```
11
Properties=species:S:1:pos:R:3
C 0.11 -1.22 2.03
N 0.02 -0.66 1.02
C -0.15 -0.05 -0.26
C -0.38 -0.78 -1.34
C 0.30 1.36 -0.19
H -0.08 -1.77 2.97
H -0.57 -1.81 -1.20
H -0.49 -0.21 -2.15
H 0.46 1.72 -1.15
H 1.28 1.36 0.21
H -0.49 2.04 0.05
```

Properties
Orbital gap (hartree): 0.3649
Highest occupied orbital energy (eV): -15.4
Total charge: +1
SMILES string: C#[N+]C(=C)C

=====

#3
DFT (ωB97M-V with the def2-TZVPD basis set) results for a gas-phase ion, C4H6N (charge +1).

XYZ file:
```
11
Properties=species:S:1:pos:R:3
C 2.20 0.06 0.15
C 0.99 0.38 0.14
N -0.12 -0.07 0.25
C -1.14 -0.27 -0.74
C -1.47 0.34 0.57
H 2.65 -0.07 -0.90
H 2.81 -0.33 0.92
H -1.55 -1.29 -0.86
H -0.74 0.34 -1.62
H -1.83 1.31 0.76
H -1.80 -0.38 1.34
```

Properties
Orbital gap (hartree): 0.3393
Highest occupied orbital energy (eV): -14.9
Total charge: +1
SMILES string: C=C=[N+]1CC1

=====

#4
DFT (ωB97M-V with the def2-TZVPD basis set) results for a gas-phase ion, C4H6N (charge +1).

XYZ file:
```
11
Properties=species:S:1:pos:R:3
C -1.75 0.70 -0.28
C -0.38 0.26 -0.14
C -1.39 -0.63 0.33
C 0.85 -0.10 -0.73
N 0.83 0.83 0.46
H -1.70 -0.73 1.31
H -1.44 -1.54 -0.07
H 1.32 -1.14 -0.68
H 1.33 0.19 -1.70
H 1.11 1.75 0.19
H 1.21 0.41 1.30
```

Properties
Orbital gap (hartree): 0.3165
Highest occupied orbital energy (eV): -14.6
Total charge: +1

=====

Name the least stable of them. #4.